# 1
{"formula": "C28H61FN2O22P4", "method": "wB97M-V/def2-TZVPD", "elements": ["H", "N", "C", "C", "C", "C", "C", "O", "O", "C", "O", "C", "C", "C", "O", "C", "N", "O", "C", "C", "C", "C", "C", "C", "O", "F", "H", "H", "H", "H", "H", "H", "H", "H", "H", "H", "H", "H", "H", "H", "H", "H", "H", "H", "H", "H", "H", "H", "H", "H", "C", "O", "P", "O", "O", "C", "O", "C", "H", "H", "H", "H", "H", "H", "H", "H", "H", "C", "O", "P", "O", "O", "C", "O", "C", "H", "H", "H", "H", "H", "H", "H", "H", "H", "C", "O", "P", "O", "O", "C", "O", "C", "H", "H", "H", "H", "H", "H", "H", "H", "H", "C", "O", "P", "O", "O", "C", "O", "C", "H", "H", "H", "H", "H", "H", "H", "H", "H"], "coordinates": [[2.94963, -1.86378, -4.85738], [3.31186, -0.95533, -5.16292], [3.42933, -0.21419, -4.14457], [3.09819, -0.59687, -2.71600], [1.65506, -1.05011, -2.49814], [0.59055, -0.46291, -3.43508], [0.65113, 1.03442, -3.63602], [0.00046, 1.55907, -4.49124], [1.67721, -2.45480, -2.93360], [2.08341, -3.23681, -1.89004], [2.58322, -4.29107, -2.09730], [1.85637, -2.52793, -0.48212], [0.86306, -3.54685, 0.14892], [0.80639, -3.68693, 1.66792], [2.04701, -3.96526, 2.27891], [0.01344, -2.52384, 2.39408], [0.85212, -1.77383, 3.34459], [3.16011, -2.53154, 0.03009], [3.78548, -1.32887, 0.42111], [3.63585, -0.96071, 1.90628], [5.01975, -0.58545, 2.48946], [1.16522, -1.27438, -1.05335], [0.91459, -0.03577, -0.18394], [-0.30006, 0.72937, -0.63362], [-1.34034, 0.25964, -0.93814], [-0.15335, 2.05966, -0.69280], [3.84673, 0.78016, -4.30491], [3.26598, 0.29433, -2.10313], [3.83158, -1.32725, -2.37812], [-0.39247, -0.79972, -3.11408], [0.75151, -0.94119, -4.39842], [1.34706, 1.60805, -2.99422], [-0.15911, -3.34679, -0.16880], [1.11391, -4.53585, -0.22814], [0.18290, -4.56854, 1.84616], [1.86149, -4.50360, 3.05141], [-0.78834, -2.97175, 2.98120], [-0.51196, -1.89620, 1.66835], [0.92956, -0.81503, 3.02894], [0.35460, -1.70048, 4.22217], [3.54138, -0.44139, -0.16133], [4.85277, -1.48412, 0.26619], [3.27994, -1.80413, 2.48578], [3.01572, -0.07391, 2.03830], [5.71360, -0.22573, 1.73087], [5.46153, -1.47039, 2.94654], [4.93308, 0.14761, 3.28789], [0.15194, -1.61847, -1.26002], [1.75294, 0.65739, -0.21835], [0.72493, -0.32095, 0.84873], [-1.94978, 4.21995, 6.04978], [-2.26732, 3.32901, 4.97166], [-1.08584, 2.29693, 4.56439], [-0.50390, 1.78825, 5.81253], [-0.15181, 3.40707, 3.83290], [-0.73504, 4.44797, 3.02747], [-0.70426, 1.11354, 3.47673], [-1.58364, 0.86409, 2.36294], [-2.64335, 5.05545, 5.97409], [-2.09010, 3.71661, 7.00337], [-0.92989, 4.59155, 5.96902], [-0.75586, 5.37976, 3.59336], [-1.74974, 4.20539, 2.71355], [-0.11262, 4.59139, 2.14602], [-1.68755, 1.76129, 1.74566], [-2.56541, 0.53738, 2.70817], [-1.14763, 0.07164, 1.76797], [-3.86812, -8.34468, 2.70514], [-4.15173, -7.54247, 1.55569], [-3.42643, -6.04904, 1.52736], [-2.09899, -6.41253, 2.10119], [-4.48845, -5.55982, 2.69182], [-5.89926, -5.77116, 2.54332], [-2.98817, -4.43024, 1.32046], [-3.59443, -3.71796, 0.21811], [-4.65886, -9.09245, 2.75994], [-2.90931, -8.84279, 2.58882], [-3.86966, -7.74732, 3.61529], [-6.20408, -6.62448, 3.14982], [-6.18588, -5.95811, 1.50973], [-6.41608, -4.88282, 2.90244], [-4.68321, -3.69149, 0.32131], [-3.33134, -4.18333, -0.73344], [-3.21409, -2.69909, 0.22511], [1.77140, -5.11501, -10.66434], [1.34948, -4.00912, -9.86085], [1.87903, -2.55751, -10.36227], [1.74654, -2.53473, -11.82386], [3.42049, -2.77758, -9.87038], [3.71505, -3.44151, -8.63537], [1.86468, -0.97136, -9.94893], [1.32271, -0.59304, -8.66239], [1.66741, -6.00526, -10.04604], [1.13255, -5.20712, -11.53921], [2.81035, -5.00826, -10.97266], [4.02731, -4.46683, -8.83935], [2.86013, -3.46425, -7.96137], [4.53532, -2.91367, -8.15265], [1.87657, -1.07612, -7.85302], [0.26706, -0.86111, -8.60018], [1.41661, 0.48341, -8.55846], [-1.23243, 8.96226, 6.95838], [-2.31203, 9.06638, 6.02195], [-1.88539, 8.91467, 4.45968], [-0.90581, 7.82031, 4.39881], [-1.18850, 10.39422, 4.39717], [-1.78527, 11.52379, 5.04530], [-2.40029, 9.03270, 2.89975], [-3.74771, 9.47885, 2.63222], [-1.57749, 9.42651, 7.88047], [-0.99902, 7.91727, 7.14691], [-0.34556, 9.48252, 6.60048], [-1.25945, 11.72728, 5.97889], [-2.84011, 11.36769, 5.26571], [-1.68052, 12.38614, 4.38940], [-3.91318, 10.48169, 3.03430], [-4.47566, 8.78720, 3.05730], [-3.87939, 9.50510, 1.55476]], "homo_lumo_gap_ha": 0.2506, "smiles": "[H]/N=C\\C[C@@]1(CC=O)OC(=O)[C@@](C[C@@H](O)CN)(OCCC)[C@H]1CC(=O)F.COP(=O)(OC)OC.COP(=O)(OC)OC.COP(=O)(OC)OC.COP(=O)(OC)OC", "e_homo_ev": -9.37, "e_tot_ha": -4333.4710}

# 2
{"formula": "C28H62Cl12NO5PSi", "method": "wB97M-V/def2-TZVPD", "elements": ["C", "C", "C", "C", "N", "C", "O", "O", "C", "O", "C", "C", "C", "C", "C", "C", "O", "C", "P", "O", "Si", "C", "C", "C", "H", "H", "H", "H", "H", "H", "H", "H", "H", "H", "H", "H", "H", "H", "H", "H", "H", "H", "H", "H", "H", "H", "H", "H", "H", "H", "H", "H", "H", "H", "H", "H", "H", "H", "H", "H", "H", "H", "Cl", "C", "C", "Cl", "H", "H", "H", "H", "Cl", "C", "C", "Cl", "H", "H", "H", "H", "Cl", "C", "C", "Cl", "H", "H", "H", "H", "Cl", "C", "C", "Cl", "H", "H", "H", "H", "Cl", "C", "C", "Cl", "H", "H", "H", "H", "Cl", "C", "C", "Cl", "H", "H", "H", "H"], "coordinates": [[-0.47122, 4.53722, 1.61297], [0.88989, 3.82896, 1.22858], [0.90771, 3.38794, -0.26948], [0.36200, 1.89351, -0.50150], [-0.45434, 1.56729, 0.68766], [-1.39550, 0.46634, 0.46294], [-1.66423, -0.13606, 1.75401], [-2.37050, 0.84555, 2.49401], [1.66880, 1.00203, -0.58559], [1.44888, -0.37935, -0.33715], [2.20550, -0.84981, 0.77135], [1.69463, -2.25862, 1.24249], [0.99979, -2.13360, 2.65548], [0.03949, -3.32309, 2.92728], [-1.37858, -3.16141, 2.27789], [-2.42287, -2.85110, 3.39611], [-2.03702, -1.67678, 4.13924], [-3.23647, -1.08771, 4.64326], [2.66833, 1.13241, -2.16152], [4.05097, 0.50311, -2.09331], [-0.65944, 1.98790, -2.13927], [0.14613, 3.15800, -3.44460], [-0.91135, 0.27653, -2.93510], [-2.32143, 2.85925, -1.68579], [-0.32038, 5.62885, 1.51433], [-0.82452, 4.26558, 2.62171], [-1.23764, 4.26897, 0.85499], [1.65729, 4.62979, 1.32265], [1.18401, 3.04583, 1.95048], [0.25472, 4.10077, -0.81514], [1.95797, 3.42110, -0.61711], [0.20820, 1.19487, 1.37191], [-2.38415, 0.77485, 0.07472], [-1.01342, -0.36410, -0.16522], [-1.76369, 1.21894, 3.14478], [2.34631, 1.37234, 0.22760], [2.07574, -0.16971, 1.64621], [3.28755, -0.96050, 0.53864], [0.92987, -2.67667, 0.55928], [2.53710, -2.96216, 1.37857], [0.49995, -1.14225, 2.68227], [1.79183, -2.09318, 3.43983], [0.49295, -4.23914, 2.48735], [-0.08809, -3.44322, 4.02029], [-1.69226, -4.11979, 1.81184], [-1.39864, -2.41117, 1.46338], [-3.44551, -2.70458, 2.97891], [-2.46754, -3.68772, 4.13378], [-3.89121, -1.86102, 5.09806], [-2.95099, -0.28651, 5.34613], [-3.79009, -0.65274, 3.77874], [2.82710, 2.52732, -2.45759], [1.95424, 0.60175, -3.28691], [-0.71779, 3.59828, -3.99177], [0.67195, 4.01283, -2.97417], [0.84565, 2.63257, -4.11883], [-0.90165, 0.42086, -4.03801], [-1.82603, -0.23757, -2.58974], [0.00036, -0.32581, -2.72357], [-2.52231, 2.84860, -0.59867], [-2.21239, 3.93246, -1.96289], [-3.10873, 2.37151, -2.29097], [4.54745, 4.33769, 2.25090], [5.30930, 5.93891, 2.41451], [4.31620, 7.00023, 2.82802], [3.13759, 7.35549, 1.54026], [5.78528, 6.18433, 1.46697], [6.08606, 5.84461, 3.17300], [4.84077, 7.93091, 3.04354], [3.76455, 6.70471, 3.71858], [-3.97545, -5.65960, 2.64655], [-4.11729, -7.30603, 1.98352], [-2.81080, -7.79511, 1.40280], [-2.35976, -6.90852, -0.07464], [-4.91120, -7.30315, 1.23890], [-4.42203, -7.95421, 2.80490], [-2.90074, -8.84590, 1.12792], [-1.99553, -7.69718, 2.11785], [-2.38798, 3.14035, -5.93426], [-1.82502, 2.55455, -7.52353], [-1.28148, 1.14577, -7.46614], [0.25479, 1.04946, -6.56996], [-1.07724, 3.25398, -7.89433], [-2.68537, 2.58855, -8.19035], [-1.07882, 0.79040, -8.47616], [-1.98968, 0.46323, -6.99936], [-5.40073, 5.03482, -7.96837], [-3.85353, 5.66338, -8.58613], [-3.72381, 5.49183, -10.08339], [-3.56022, 3.78237, -10.56009], [-3.04917, 5.16043, -8.05177], [-3.81953, 6.72306, -8.33464], [-2.82919, 6.00486, -10.43593], [-4.58334, 5.90530, -10.60741], [4.32101, -5.76286, -0.22697], [5.55924, -4.83104, 0.65104], [5.49506, -5.06524, 2.14286], [4.02303, -4.37155, 2.86604], [5.42640, -3.77864, 0.40569], [6.52807, -5.15195, 0.26919], [6.34420, -4.58452, 2.62837], [5.52119, -6.12660, 2.38265], [0.00215, -6.71151, 5.09393], [-0.10565, -5.71238, 6.56435], [1.12767, -4.86228, 6.76500], [2.55975, -5.84092, 7.17075], [-0.27748, -6.37480, 7.41077], [-0.98032, -5.07193, 6.44841], [0.96836, -4.17392, 7.59479], [1.35832, -4.27812, 5.87556]], "homo_lumo_gap_ha": 0.3435, "smiles": "CCC[C@](NCOO)([C@@H](OCCCCCCOC)[PH2]=O)[Si](C)(C)C.ClCCCl.ClCCCl.ClCCCl.ClCCCl.ClCCCl.ClCCCl", "e_homo_ev": -8.78, "e_tot_ha": -7688.0391}

# 3
{"formula": "C28H62NO13PSi2", "method": "wB97M-V/def2-TZVPD", "elements": ["C", "O", "C", "C", "C", "Si", "C", "C", "C", "O", "O", "Si", "C", "O", "C", "O", "C", "C", "O", "O", "N", "O", "P", "C", "C", "H", "H", "H", "H", "H", "H", "H", "H", "H", "H", "H", "H", "H", "H", "H", "H", "H", "H", "H", "H", "H", "H", "H", "H", "H", "H", "H", "H", "H", "H", "H", "H", "C", "C", "O", "C", "H", "H", "H", "H", "H", "H", "C", "C", "O", "C", "H", "H", "H", "H", "H", "H", "C", "C", "O", "C", "H", "H", "H", "H", "H", "H", "C", "C", "O", "C", "H", "H", "H", "H", "H", "H", "C", "C", "O", "C", "H", "H", "H", "H", "H", "H"], "coordinates": [[3.56401, -1.28110, 1.60065], [2.17686, -1.33636, 1.28695], [1.92522, -1.92706, 0.02355], [1.60274, -0.83318, -1.00514], [0.15798, -0.39534, -0.81807], [-0.31137, 1.22792, -1.70174], [-1.21373, 0.91731, -3.32166], [-0.53796, -0.31663, -4.02415], [-1.30656, -1.60273, -3.76321], [-0.50254, -2.68752, -3.33234], [-1.15968, 2.17852, -0.58737], [-2.78026, 1.98311, -0.45491], [-3.38734, 0.19887, -0.38076], [-3.87139, -0.14003, 0.92147], [-2.94035, -0.89793, 1.67221], [-2.84914, -2.21070, 1.25135], [-4.05015, -2.94646, 1.41769], [-4.87794, -3.01046, 0.17101], [-4.09300, -3.49969, -0.91342], [-3.59113, 2.76640, -1.75748], [-4.89364, 3.20030, -1.36217], [-4.90284, 4.30083, -0.98642], [1.45769, 2.47791, -2.23615], [2.57648, 1.58534, -3.39761], [2.37301, 2.95544, -0.71069], [3.90053, -2.27308, 1.88250], [4.12085, -0.92257, 0.73558], [3.69566, -0.55626, 2.39202], [1.04821, -2.55495, 0.12697], [2.76917, -2.52723, -0.30063], [1.78999, -1.26202, -1.98518], [2.28120, -0.01307, -0.80544], [-0.50198, -1.21507, -1.08431], [0.03014, -0.20262, 0.24660], [-2.26714, 0.67568, -3.22179], [-1.10961, 1.78322, -3.96586], [-0.50429, -0.09092, -5.08059], [0.47594, -0.40132, -3.64359], [-2.08789, -1.46328, -3.02178], [-1.80740, -1.89542, -4.68440], [0.42987, -2.49698, -3.49758], [-3.21351, 2.68298, 0.76267], [-2.66986, -0.55368, -0.70351], [-4.22900, 0.11468, -1.06531], [-1.94851, -0.47225, 1.54913], [-3.25618, -0.80644, 2.70860], [-3.76537, -3.96494, 1.65912], [-4.66042, -2.59443, 2.24348], [-5.70577, -3.68601, 0.32550], [-5.27167, -2.02511, -0.07314], [-4.27223, -2.97136, -1.70352], [3.19666, 0.82513, -2.93602], [2.03018, 1.20198, -4.24356], [3.24901, 2.33335, -3.79990], [2.02831, 2.48030, 0.20029], [3.41952, 2.73025, -0.86594], [2.32069, 4.02418, -0.59942], [0.60458, 7.47077, -4.58987], [0.63149, 5.97098, -4.40603], [1.56066, 5.30794, -4.80703], [-0.55239, 5.35292, -3.70301], [1.50707, 7.79016, -5.10647], [-0.26584, 7.75894, -5.18109], [0.55459, 7.96544, -3.61851], [-1.46428, 5.55972, -4.26773], [-0.64534, 5.76667, -2.69758], [-0.40998, 4.27808, -3.62668], [-7.68184, -1.42328, 2.38565], [-7.87066, -2.90046, 2.64071], [-7.00840, -3.70574, 2.37289], [-9.18628, -3.32648, 3.24462], [-6.70035, -1.24477, 1.95060], [-8.44603, -1.06372, 1.69494], [-7.76084, -0.86958, 3.32251], [-10.00919, -3.04120, 2.58745], [-9.32374, -2.84824, 4.21558], [-9.19292, -4.40587, 3.37529], [3.46136, -6.94823, 1.95026], [3.81914, -5.58428, 2.49284], [4.83437, -5.01947, 2.15335], [2.85910, -4.95918, 3.47259], [4.23335, -7.28013, 1.25952], [3.38150, -7.66598, 2.76811], [2.50702, -6.90099, 1.42353], [2.76226, -5.59506, 4.35426], [1.88070, -4.83112, 3.00520], [3.23498, -3.98839, 3.77906], [2.07670, -1.89687, 7.61761], [3.03603, -1.88996, 6.45223], [2.88514, -2.62538, 5.50490], [4.19214, -0.92241, 6.52264], [1.29653, -2.63325, 7.44049], [2.60666, -2.15165, 8.53670], [1.61958, -0.91274, 7.73096], [4.80749, -1.13789, 7.39752], [3.81957, 0.10076, 6.59211], [4.80094, -1.01971, 5.62688], [4.98517, 5.24878, -3.55701], [5.62341, 4.75340, -2.28241], [4.99516, 4.10953, -1.47256], [7.07704, 5.09555, -2.06149], [3.94204, 4.93978, -3.59535], [5.03226, 6.33818, -3.59892], [5.50961, 4.83769, -4.42135], [7.20708, 6.17863, -2.04288], [7.68493, 4.67772, -2.86534], [7.40837, 4.68088, -1.11230]], "homo_lumo_gap_ha": 0.2655, "e_homo_ev": -7.29, "e_tot_ha": -3057.2445}